No. 1
3 unconnected molecules or ions with the total composition C49H37NO12 in a non-equilibrium geometry. Source: OMol25; level of theory: ωB97M-V with the def2-TZVPD basis set.

Structure (XYZ):
```
99
Properties=species:S:1:pos:R:3:lowdin_charge:R:1
C -5.8678 -5.0090 -1.3750 -0.016
C -5.7583 -4.5904 -2.8747 -0.343
C -5.0493 -5.7392 -3.6447 0.001
C -3.5187 -5.6394 -3.6565 -0.340
O -3.0485 -5.7188 -2.3353 0.079
C -1.6906 -5.4790 -2.1789 -0.363
O -0.8136 -6.0623 -2.7609 0.163
C -1.3475 -4.4305 -1.1511 -0.143
C -0.0718 -3.9032 -1.0279 -0.012
C 0.1391 -2.9278 -0.0794 -0.077
C -0.8664 -2.4533 0.7397 -0.075
C -2.1384 -3.0035 0.6356 -0.068
C -2.3533 -3.9871 -0.3082 -0.037
O -3.1452 -6.9057 -4.3110 0.116
C -3.1720 -6.6589 -5.6594 -0.483
O -3.0472 -7.4636 -6.5396 0.178
O -3.4174 -5.2872 -5.8634 0.065
C -2.8390 -4.7179 -4.6746 -0.162
C -2.9127 -3.1897 -4.5223 -0.097
O -3.0593 -2.8108 -3.1566 -0.154
N -2.1875 -1.7144 -2.8219 0.040
O -2.7228 -0.7091 -3.0545 0.120
O -7.0951 -4.3607 -3.3006 -0.101
C -7.1584 -3.7938 -4.5906 -0.155
C -6.7836 -2.3153 -4.6596 -0.196
C -6.4685 -1.5168 -3.5769 -0.037
C -6.1082 -0.1967 -3.7996 -0.097
C -6.0526 0.3605 -5.0549 -0.096
C -6.4095 -0.4283 -6.1473 -0.086
C -6.7627 -1.7380 -5.9258 -0.064
H -5.2346 -5.8647 -1.1290 0.074
H -6.9073 -5.3317 -1.2045 0.091
H -5.6997 -4.1551 -0.7054 0.078
H -5.1820 -3.6548 -2.8732 0.113
H -5.2819 -6.6665 -3.1024 0.145
H -5.4647 -5.8920 -4.6461 0.130
H 0.7131 -4.2607 -1.6900 0.127
H 1.1284 -2.4826 0.0255 0.101
H -0.6609 -1.6683 1.4653 0.109
H -2.9297 -2.6288 1.2824 0.109
H -3.3556 -4.4081 -0.3666 0.102
H -1.7753 -4.9499 -4.8186 0.166
H -1.9390 -2.7935 -4.8590 0.132
H -3.6533 -2.7083 -5.1836 0.137
H -8.2063 -3.8827 -4.9165 0.141
H -6.5608 -4.3253 -5.3493 0.122
H -6.5046 -1.9209 -2.5675 0.120
H -5.8484 0.4510 -2.9607 0.108
H -5.7419 1.3907 -5.2157 0.104
H -6.4087 -0.0319 -7.1607 0.106
H -7.0267 -2.3560 -6.7875 0.120
C 6.1921 -0.8362 2.2269 -0.051
C 6.8843 0.3081 2.6105 -0.049
C 6.5411 1.5391 2.0770 0.002
C 5.5111 1.6303 1.1483 -0.077
C 4.8317 0.4780 0.7459 -0.081
C 5.1690 -0.7520 1.2966 0.000
C 3.7588 0.5503 -0.2817 -0.274
O 3.1633 -0.4486 -0.6306 0.098
C 3.4353 1.8735 -0.8802 -0.079
C 2.4755 1.9543 -1.8811 0.002
C 2.1558 3.1826 -2.4369 -0.053
C 2.7879 4.3379 -1.9886 -0.053
C 3.7497 4.2626 -0.9945 -0.002
C 4.0835 3.0307 -0.4435 -0.080
C 5.1410 2.9591 0.5977 -0.274
O 5.6955 3.9693 0.9893 0.067
H 6.4561 -1.7961 2.6518 0.109
H 7.6911 0.2383 3.3285 0.111
H 7.0771 2.4289 2.3803 0.121
H 4.6352 -1.6437 0.9958 0.120
H 1.9802 1.0574 -2.2290 0.121
H 1.4112 3.2423 -3.2202 0.109
H 2.5319 5.2975 -2.4194 0.109
H 4.2444 5.1617 -0.6505 0.122
C 2.8568 6.1138 3.0180 -0.045
C 3.9494 5.2669 2.8484 -0.040
C 4.6777 4.8477 3.9487 0.014
C 4.3271 5.2806 5.2216 -0.079
C 3.2455 6.1492 5.3887 -0.085
C 2.5060 6.5546 4.2839 -0.003
C 2.8846 6.6617 6.7375 -0.278
O 1.9425 7.4133 6.8853 0.104
C 3.7092 6.2396 7.9027 -0.083
C 3.4233 6.7516 9.1626 -0.002
C 4.1746 6.3570 10.2572 -0.058
C 5.2104 5.4412 10.0998 -0.058
C 5.5031 4.9320 8.8456 -0.003
C 4.7609 5.3355 7.7421 -0.083
C 5.1087 4.8069 6.3950 -0.277
O 6.0149 4.0099 6.2569 0.103
H 2.2820 6.4340 2.1578 0.106
H 4.2311 4.9324 1.8606 0.067
H 5.5230 4.1857 3.8154 0.112
H 1.6602 7.2169 4.4134 0.120
H 2.6162 7.4612 9.2873 0.120
H 3.9533 6.7610 11.2369 0.107
H 5.7921 5.1286 10.9576 0.107
H 6.3115 4.2236 8.7233 0.120
```

Computed properties:
E in Ha: -2846.99486
Energy relative to the best compared isomer or geometry (same formula, charge and spin) in kcal/mol: 12.9
Kohn-Sham gap in eV: 8.0261
E_LUMO in Eh: -0.049
E_HOMO in eV: -9.36
SMILES string: C[C@@H](C[C@@]1(OC(=O)c2ccccc2)OC(=O)O[C@H]1CON=O)OCc1ccccc1.O=C1c2ccccc2C(=O)c2ccccc21.O=C1c2ccccc2C(=O)c2ccccc21
2S+1: 1

---

No. 2
A molecular structure, C49H38BCaN13O6P2Se2 in a non-equilibrium geometry. Source: OMol25; level of theory: ωB97M-V with the def2-TZVPD basis set.

Structure (XYZ):
```
112
Properties=species:S:1:pos:R:3:lowdin_spin:R:1
Ca -2.2334 0.7728 0.6559 0.000
C -0.2954 -2.8847 3.0847 0.000
C -0.6213 -1.5368 2.8281 0.000
N -1.4683 -1.4884 1.7990 0.000
N -1.7954 -2.7474 1.4500 0.000
C -1.0591 -3.5960 2.1963 0.000
B -2.9364 -2.8980 0.3994 0.000
N -4.1688 -2.0688 1.0144 0.000
C -4.8213 -2.3932 2.1439 0.000
C -5.4067 -1.2658 2.6405 0.000
C -5.0606 -0.2619 1.6989 0.000
N -4.3175 -0.7310 0.7561 0.000
N -2.5740 -2.3029 -0.9486 0.000
C -2.6838 -2.9730 -2.1567 0.000
C -2.1302 -2.1708 -3.1122 0.000
C -1.6965 -1.0398 -2.4597 0.000
N -2.0457 -1.0791 -1.1586 0.000
N -3.3436 -4.3221 0.1310 0.000
C -4.4889 -4.7484 -0.4738 0.000
C -4.3092 -6.0101 -0.8756 0.000
C -2.9965 -6.3446 -0.4675 0.000
N -2.4266 -5.3072 0.0904 0.000
H 0.2035 -3.1849 3.9658 0.000
H -0.4516 -0.5500 3.2504 0.000
H -1.2950 -4.6432 2.0978 0.000
H -4.5656 -3.3702 2.5862 0.000
H -5.8244 -1.1030 3.6093 0.000
H -5.3357 0.7573 1.6715 0.000
H -3.1086 -3.9618 -2.2455 0.000
H -2.0167 -2.3528 -4.1791 0.000
H -1.2909 -0.0862 -2.8163 0.000
H -5.3885 -4.1435 -0.3371 0.000
H -5.0926 -6.6518 -1.2858 0.000
H -2.4107 -7.2978 -0.6229 0.000
Se 5.5910 0.9883 -0.2770 0.000
P 3.9644 0.8057 0.9940 0.000
C 4.1962 1.9352 2.4265 0.000
C 5.4751 1.9726 3.0134 0.000
C 5.7525 2.8807 3.9618 0.000
C 4.8573 3.8327 4.3492 0.000
C 3.6136 3.8718 3.7541 0.000
C 3.2483 2.9034 2.8183 0.000
C 3.7636 -0.8644 1.7279 0.000
C 3.7757 -1.9010 0.8450 0.000
C 3.5850 -3.1748 1.2937 0.000
C 3.3809 -3.5010 2.6425 0.000
C 3.3093 -2.4057 3.5239 0.000
C 3.5516 -1.1542 3.0794 0.000
C 2.3093 1.1167 0.3157 0.000
C 1.6200 1.3028 -0.9290 0.000
N 0.3350 1.3474 -0.6547 0.000
N 0.1780 1.2304 0.6884 0.002
N 1.3509 1.0494 1.2506 0.000
P 2.2299 1.3611 -2.6481 0.000
Se 0.6411 1.5392 -4.1237 0.000
C 3.4711 2.6843 -2.6502 0.000
C 4.4833 2.8250 -3.6217 0.000
C 5.4495 3.8095 -3.5590 0.000
C 5.4502 4.7066 -2.5487 0.000
C 4.3779 4.6522 -1.6272 0.000
C 3.3964 3.6602 -1.6721 0.000
C 3.0942 -0.2687 -2.7397 0.000
C 4.3848 -0.4955 -3.1384 0.000
C 4.9433 -1.7712 -3.2490 0.000
C 4.1556 -2.8567 -3.0563 0.000
C 2.8175 -2.6899 -2.6442 0.000
C 2.3052 -1.4118 -2.4414 0.000
H 6.2338 1.2040 2.7213 0.000
H 6.7596 2.8888 4.3038 0.000
H 5.1095 4.5372 5.1429 0.000
H 2.9110 4.6996 3.9930 0.000
H 2.2858 2.8415 2.3227 0.000
H 3.8945 -1.7198 -0.2477 0.000
H 3.8186 -3.9687 0.5521 0.000
H 3.3429 -4.5428 3.0087 0.000
H 3.0952 -2.5184 4.5867 0.000
H 3.5256 -0.3930 3.8793 0.000
H 4.5296 2.1201 -4.3896 0.000
H 6.1787 3.8611 -4.3971 0.000
H 6.2811 5.4210 -2.4781 0.000
H 4.3596 5.4476 -0.8953 0.000
H 2.6113 3.6259 -0.9463 0.000
H 5.0886 0.3841 -3.2327 0.000
H 6.1035 -1.7796 -3.2978 0.000
H 4.5091 -3.8883 -3.1080 0.000
H 2.0953 -3.5523 -2.5138 0.000
H 1.2761 -1.3305 -2.1506 0.000
O -4.3366 4.9451 5.0776 0.095
C -3.7532 4.1655 4.2618 0.004
C -3.5070 2.7105 4.3688 -0.004
O -3.9386 1.9124 5.3342 0.282
C -2.8089 2.2502 3.2185 0.067
C -2.8854 3.3035 2.1823 0.069
O -2.6017 3.0548 1.0266 0.139
C -3.2966 4.5527 2.8235 0.007
O -3.5494 5.7195 2.3604 0.171
O -2.2475 1.1584 2.9752 0.166
N -5.5271 -1.0909 -3.8583 0.000
C -5.3927 0.2327 -4.3375 0.000
O -5.8716 0.6599 -5.3348 0.000
C -4.6809 1.0973 -3.3018 0.000
C -4.3693 2.4131 -3.7470 0.000
C -3.6301 3.2568 -2.9276 0.000
C -3.1978 2.7931 -1.6866 0.000
N -3.5217 1.5853 -1.2092 0.001
C -4.2805 0.8165 -2.0331 0.000
H -6.0377 -1.7142 -4.4162 0.000
H -4.8989 -1.4166 -3.1326 0.000
H -4.7480 2.7798 -4.6994 0.000
H -3.3112 4.2093 -3.2627 0.000
H -2.6716 3.3979 -0.9637 0.000
H -4.5472 -0.1256 -1.6061 0.000
```

Computed properties:
E in Ha: -9241.64579
Energy relative to the best compared isomer or geometry (same formula, charge and spin) in kcal/mol: 14.1
Kohn-Sham gap (alpha / beta) in eV: 6.4594 / 5.0066
<S²>: 0.790
E_LUMO (alpha / beta) in Eh: 0.022 / -0.031
Net charge: -1
E_HOMO (alpha / beta) in eV: -5.86 / -5.86
2S+1: 2

---

No. 3
A molecular structure, C49H39N13W in a non-equilibrium geometry. Source: OMol25; level of theory: ωB97M-V with the def2-TZVPD basis set.

Structure (XYZ):
```
102
Properties=species:S:1:pos:R:3:lowdin_spin:R:1
W -0.1834 -0.7021 1.3111 1.679
C 1.6339 2.3015 7.4103 -0.001
C 1.3673 1.9955 5.9779 -0.005
C 0.4435 2.7917 5.2451 0.002
C 0.0363 2.4268 3.9622 -0.003
C 0.5424 1.2804 3.3605 0.012
N 0.3088 1.0252 1.9639 -0.041
C 0.5606 2.1545 1.1233 0.010
C 1.6729 2.9869 1.3675 -0.006
C 1.7593 4.2913 0.8046 0.001
C 0.8304 4.7946 -0.1006 -0.005
C 0.9614 6.0818 -0.8415 -0.001
C -0.2037 3.9241 -0.3989 0.002
C -0.3637 2.6447 0.1607 -0.006
N -1.3845 1.8176 -0.3361 -0.001
C -2.5142 2.1585 -1.0557 0.024
C -3.0491 0.9810 -1.5394 0.002
C -2.2677 -0.0811 -0.9924 0.027
N -1.2418 0.4490 -0.3095 0.009
C 1.3882 0.4179 4.1045 -0.005
C 1.9058 0.9045 5.3120 0.002
N 1.5202 -0.9357 3.7338 0.017
C 2.2512 -1.9143 4.3445 0.055
C 1.5735 -3.1146 4.1662 0.010
C 0.4488 -2.8467 3.3449 0.057
N 0.4995 -1.5243 2.9866 0.022
H 2.1719 3.2759 7.5083 0.000
H 2.2438 1.5317 7.8785 0.000
H 0.6976 2.4301 7.9735 0.000
H 0.0607 3.7394 5.6882 0.000
H -0.6211 3.0809 3.3850 0.000
H 2.4383 2.6825 2.1163 0.000
H 2.5910 4.9048 1.1178 0.000
H 0.9446 6.9365 -0.1751 0.000
H 0.1446 6.1797 -1.5597 0.000
H 1.9434 6.1449 -1.3561 0.000
H -0.9942 4.1971 -1.1007 0.000
H -2.8384 3.1867 -1.0850 0.001
H -3.8536 0.8837 -2.2617 0.000
H -2.3193 -1.1602 -1.2022 0.001
H 2.6929 0.3173 5.7360 0.000
H 3.2085 -1.6494 4.7387 0.003
H 1.7773 -4.0469 4.6816 0.000
H -0.3615 -3.4985 3.0641 0.002
C -4.0787 0.2536 3.1281 0.002
C -5.0503 -0.5585 2.5698 0.010
C -4.6493 -1.6193 1.7934 0.000
C -3.2654 -1.9149 1.5990 0.007
N -2.3216 -1.0091 2.0238 0.001
C -2.7696 0.0180 2.8103 0.012
N -2.9539 -3.0793 0.9869 0.005
C -1.8137 -3.3977 0.4007 0.007
N -0.6141 -2.6895 0.2928 0.025
C 0.3266 -3.4689 -0.3350 0.009
N 1.6382 -3.3688 -0.3229 0.007
C 2.3626 -2.3369 0.1137 0.013
C 3.7793 -2.5500 0.2728 -0.002
C 4.6361 -1.4923 0.5133 0.012
C 4.1048 -0.2098 0.5894 0.000
C 2.7446 -0.0667 0.4052 0.012
N 1.8461 -1.0761 0.3882 0.004
C -0.3088 -4.7364 -0.7217 0.001
C 0.1861 -5.9059 -1.2922 0.002
C -0.6911 -6.9943 -1.4291 0.002
C -2.0116 -6.9438 -0.9752 0.003
C -2.4888 -5.7897 -0.3307 0.002
C -1.6539 -4.6907 -0.2350 0.002
H -4.3300 1.1349 3.7211 0.000
H -6.1330 -0.3685 2.7188 0.000
H -5.3593 -2.2657 1.3015 0.000
H -1.9850 0.6449 3.1812 0.002
H 4.1687 -3.5570 0.0971 0.000
H 5.7141 -1.6084 0.6477 0.001
H 4.7362 0.6638 0.7464 0.000
H 2.3981 0.8957 0.0512 0.001
H 1.2342 -5.9508 -1.6309 0.000
H -0.2912 -7.8892 -1.8980 0.000
H -2.6562 -7.8348 -1.1144 0.000
H -3.5072 -5.8069 0.1099 0.000
C 2.4724 -1.5685 -4.3088 0.000
C 2.6616 -0.4283 -3.5091 0.000
N 1.6741 0.4003 -3.2627 0.000
C 0.5311 0.3309 -3.8906 0.000
C 0.3145 -0.6331 -4.9436 0.000
C 1.3005 -1.6631 -5.0289 0.000
C -0.7447 -0.5433 -5.9709 0.000
C -1.3580 0.5553 -6.5482 0.000
C -1.1585 1.9370 -6.1851 0.000
C -2.2204 2.8454 -6.3433 0.000
C -1.9710 4.1275 -5.9033 0.000
N -0.7635 4.5420 -5.4826 0.000
C 0.1853 3.6314 -5.4069 0.000
N 0.0637 2.3414 -5.7117 0.000
H 3.2969 -2.2715 -4.3930 0.000
H 3.5650 -0.3449 -2.9436 0.000
H -0.1822 1.0983 -3.5671 0.000
H 1.0561 -2.5241 -5.6623 0.000
H -1.1462 -1.5238 -6.3136 0.000
H -2.2246 0.3643 -7.2368 0.000
H -3.1872 2.5513 -6.7809 0.000
H -2.6924 4.9429 -5.9992 0.000
H 1.1620 3.9565 -5.0382 0.000
```

Computed properties:
E in Ha: -2669.05884
Energy relative to the best compared isomer or geometry (same formula, charge and spin) in kcal/mol: 0.0
Kohn-Sham gap (alpha / beta) in eV: 5.8418 / 5.5089
<S²>: 2.042
E_LUMO (alpha / beta) in Eh: -0.228 / -0.240
Net charge: +2
E_HOMO (alpha / beta) in eV: -12.04 / -12.04
2S+1: 3

---

No. 4
A molecular structure, C49H40AsN4O3PSTc in a non-equilibrium geometry. Source: OMol25; level of theory: ωB97M-V with the def2-TZVPD basis set.

Structure (XYZ):
```
100
Properties=species:S:1:pos:R:3:lowdin_spin:R:1
Tc -0.6520 -0.6226 -0.1738 2.494
O -1.6206 -0.8257 4.1923 0.002
C -0.3566 -0.6816 4.6329 0.002
C -0.1843 -0.6846 6.0184 0.000
C 1.0712 -0.5349 6.5671 0.001
C 2.1914 -0.3792 5.7479 0.000
C 2.0308 -0.3847 4.3798 0.001
C 0.7667 -0.5380 3.7968 -0.001
C 0.6452 -0.5421 2.3328 0.007
O -0.5799 -0.5752 1.8259 0.076
N 1.7074 -0.4985 1.5846 0.001
N 1.3407 -0.4813 0.2319 -0.007
C 2.2913 -0.4143 -0.6281 0.053
C 2.1239 -0.3521 -2.0584 0.012
C 3.2951 -0.2712 -2.8348 0.011
C 3.2506 -0.1807 -4.2036 0.008
C 2.0036 -0.1608 -4.8357 0.012
C 0.8390 -0.2412 -4.1044 0.006
C 0.8675 -0.3481 -2.7101 0.015
O -0.2958 -0.4301 -2.0726 0.133
H -1.6130 -0.8063 3.2211 0.001
H -1.0673 -0.8073 6.6354 0.000
H 1.1859 -0.5418 7.6449 0.000
H 3.1768 -0.2593 6.1808 0.000
H 2.8829 -0.2646 3.7220 0.000
H 3.3015 -0.3828 -0.2277 0.002
H 4.2517 -0.2775 -2.3211 0.000
H 4.1644 -0.1243 -4.7811 0.000
H 1.9502 -0.0818 -5.9161 0.000
H -0.1322 -0.2286 -4.5830 0.000
S -5.2548 -1.5006 0.1161 0.141
C -3.7277 -1.1337 -0.1187 0.076
N -2.5846 -0.8609 -0.2871 0.014
C -0.0806 4.2939 -0.1866 0.002
C -0.7796 5.4163 0.5826 0.001
As -2.6150 5.8713 0.0162 0.000
C -2.1335 6.4374 -1.7957 0.000
C -2.7355 5.7966 -2.8747 0.000
C -2.4006 6.1426 -4.1804 0.000
C -1.4598 7.1352 -4.4140 0.000
C -0.8573 7.7854 -3.3412 0.000
C -1.1933 7.4376 -2.0405 0.000
C -2.6458 7.6472 0.8306 0.000
C -1.9301 7.9764 1.9773 0.000
C -2.0658 9.2334 2.5584 0.000
C -2.9200 10.1712 1.9984 0.000
C -3.6410 9.8500 0.8525 0.000
C -3.5070 8.5956 0.2771 0.000
P -0.4460 2.5057 0.2278 0.008
C -0.3420 2.6040 2.0550 0.000
C -1.3560 2.5509 3.0080 0.000
C -1.0558 2.6336 4.3642 0.000
C 0.2562 2.7773 4.7877 0.000
C 1.2785 2.8225 3.8474 0.000
C 0.9804 2.7228 2.4966 0.000
C -2.1678 2.4003 -0.4140 0.002
C -3.3827 2.3310 0.2622 0.001
C -4.5765 2.2360 -0.4373 0.001
C -4.5789 2.2039 -1.8225 0.002
C -3.3754 2.2661 -2.5132 0.000
C -2.1826 2.3542 -1.8126 0.002
H 0.9929 4.3972 -0.0139 0.000
H -0.2267 4.4036 -1.2636 0.000
H -0.1895 6.3228 0.4438 0.000
H -0.7929 5.2049 1.6520 0.000
H -3.4688 5.0194 -2.6898 0.000
H -2.8770 5.6384 -5.0133 0.000
H -1.1963 7.4064 -5.4297 0.000
H -0.1296 8.5683 -3.5205 0.000
H -0.7350 7.9645 -1.2100 0.000
H -1.2549 7.2565 2.4252 0.000
H -1.4996 9.4788 3.4493 0.000
H -3.0258 11.1497 2.4515 0.000
H -4.3078 10.5796 0.4085 0.000
H -4.0660 8.3535 -0.6200 0.000
H -2.3867 2.4248 2.7168 0.000
H -1.8580 2.5733 5.0914 0.000
H 0.4848 2.8334 5.8457 0.000
H 2.3100 2.9078 4.1676 0.000
H 1.7887 2.7193 1.7706 0.000
H -3.4243 2.3535 1.3382 0.000
H -5.5099 2.1819 0.1085 0.000
H -5.5152 2.1160 -2.3616 0.000
H -3.3623 2.2293 -3.5965 0.000
H -1.2434 2.3729 -2.3595 0.000
C -0.3778 -2.7596 -0.2509 -0.064
C -0.8116 -3.4211 1.0107 0.004
C 0.1096 -3.6445 2.0362 -0.009
C -0.2835 -4.1764 3.2489 0.003
C -1.6212 -4.5057 3.4583 -0.010
C -2.5451 -4.3280 2.4306 0.003
C -2.1377 -3.7985 1.2191 -0.009
C -2.0405 -5.0151 4.7416 -0.001
N -2.3665 -5.4181 5.7689 -0.005
H -0.9620 -3.0567 -1.1206 0.004
H 0.6808 -2.9217 -0.4424 0.002
H 1.1518 -3.3799 1.8824 0.000
H 0.4377 -4.3262 4.0428 0.000
H -3.5822 -4.5954 2.5888 0.000
H -2.8631 -3.6636 0.4262 0.000
```

Computed properties:
E in Ha: -5392.12261
Kohn-Sham gap (alpha / beta) in eV: 7.4510 / 6.6331
<S²>: 3.802
E_LUMO (alpha / beta) in Eh: -0.029 / -0.060
E_HOMO (alpha / beta) in eV: -8.24 / -8.28
2S+1: 4